# C51H49F2HfN5O5P2S2Te

C51H49F2HfN5O5P2S2Te as an isolated structure at a distorted geometry (wB97M-V/def2-TZVPD, the Open Molecules 2025 dataset).

The geometry in XYZ format:
```
118
Properties=species:S:1:pos:R:3:forces:R:3:lowdin_charge:R:1
Hf -0.130862 -0.199213 0.313798 0.443 1.641 -0.328 1.48
Te 1.699040 2.875858 2.219652 0.294 -0.231 0.199 1.36
C 2.862852 3.422902 3.876615 0.061 -0.024 0.063 -0.56
C 2.460455 4.451966 4.712485 0.059 0.002 0.014 -0.14
C 3.271717 4.772455 5.795096 0.015 0.049 0.072 -0.14
N 4.405601 4.142081 6.083471 -0.086 -0.036 -0.115 0.08
C 4.775404 3.157498 5.266651 0.083 -0.024 0.051 -0.13
C 4.050073 2.760733 4.152725 -0.032 0.058 0.068 -0.12
C 1.899935 0.764665 2.521957 -0.885 0.417 -1.052 -0.87
P 0.275709 0.076560 2.931389 0.196 -0.838 0.239 0.80
C -0.488925 1.028539 4.246803 -0.056 0.218 -0.123 -0.41
C 0.312543 1.594452 5.236917 -0.033 0.001 0.032 -0.12
C -0.276913 2.291287 6.279301 0.014 -0.009 0.010 -0.05
C -1.658530 2.425793 6.335123 -0.005 -0.013 -0.031 -0.05
C -2.456458 1.863408 5.348255 0.013 0.006 0.028 -0.06
C -1.871763 1.167450 4.300420 -0.009 0.012 -0.002 -0.09
C 0.495604 -1.590167 3.648154 0.084 0.054 0.227 -0.34
C 0.620877 -1.777120 5.025117 -0.031 0.031 0.009 -0.06
C 0.859711 -3.040730 5.545788 0.011 -0.022 -0.050 -0.05
C 0.979165 -4.135036 4.700795 -0.003 0.027 -0.030 -0.06
C 0.866556 -3.963235 3.327427 -0.036 0.032 0.115 -0.06
C 0.622623 -2.699697 2.817734 -0.048 -0.071 -0.184 -0.14
P 2.473122 -0.117004 1.053259 -0.100 -0.505 0.632 0.81
C 3.213139 -1.661098 1.662976 0.224 0.106 0.064 -0.40
C 3.669795 -1.719319 2.977654 0.026 -0.032 0.003 -0.10
C 4.246343 -2.883339 3.463278 0.003 0.008 -0.024 -0.05
C 4.371938 -3.993576 2.639496 -0.013 0.023 -0.027 -0.06
C 3.925833 -3.937531 1.325215 -0.001 0.020 0.044 -0.06
C 3.347040 -2.774785 0.839320 0.038 -0.032 -0.098 -0.09
C 3.820056 0.756178 0.241466 -0.089 0.053 -0.157 -0.39
C 5.143847 0.529556 0.606133 0.063 0.071 0.036 -0.06
C 6.156212 1.265427 0.005237 -0.001 -0.017 -0.009 -0.05
C 5.856284 2.211931 -0.963837 -0.024 -0.003 0.002 -0.05
C 4.537997 2.420060 -1.350338 0.006 -0.019 0.017 -0.06
C 3.526789 1.691438 -0.748345 0.016 -0.002 -0.107 -0.15
H 1.536908 4.993102 4.552001 -0.020 -0.005 -0.002 0.10
H 2.983406 5.570900 6.469495 0.003 0.015 0.005 0.11
H 5.706763 2.659337 5.511808 0.008 -0.003 0.012 0.11
H 4.405721 1.951636 3.527852 0.003 -0.005 -0.014 0.09
H 1.390221 1.493459 5.188321 -0.010 0.001 0.006 0.10
H 0.343758 2.729577 7.049454 0.007 0.003 0.004 0.12
H -2.114178 2.970372 7.150846 -0.007 0.000 0.011 0.12
H -3.532044 1.964712 5.397052 -0.011 0.005 -0.005 0.11
H -2.497809 0.731553 3.529924 0.004 -0.008 0.003 0.09
H 0.523993 -0.941032 5.704723 -0.008 0.015 -0.015 0.10
H 0.950047 -3.169861 6.615612 -0.011 0.000 0.017 0.11
H 1.158885 -5.119638 5.111057 0.006 -0.010 0.006 0.12
H 0.967392 -4.807646 2.658849 0.003 -0.001 -0.009 0.11
H 0.561402 -2.604946 1.735541 -0.096 0.056 0.041 0.07
H 3.550860 -0.856875 3.623087 -0.004 -0.001 -0.005 0.10
H 4.595843 -2.923606 4.486175 -0.002 -0.003 0.013 0.12
H 4.817956 -4.902192 3.020972 0.012 -0.010 -0.002 0.11
H 4.031233 -4.798152 0.678411 0.000 -0.018 -0.004 0.11
H 3.008082 -2.748882 -0.190196 -0.007 0.040 0.005 0.09
H 5.392943 -0.214297 1.352424 -0.039 0.010 0.005 0.11
H 7.184163 1.091589 0.292730 0.009 0.011 0.002 0.12
H 6.650562 2.781977 -1.425901 0.013 0.000 -0.007 0.12
H 4.305233 3.149545 -2.115171 0.017 0.000 -0.018 0.11
H 2.495253 1.843028 -1.046721 0.000 0.026 0.041 0.06
F -4.323067 -3.138899 2.479959 -0.010 0.016 -0.008 0.11
C -3.417417 -3.042667 1.505952 -0.011 -0.071 0.020 -0.25
C -2.572583 -1.943050 1.479217 0.004 -0.077 -0.091 -0.06
C -1.600838 -1.844433 0.492395 0.040 -0.257 0.267 -0.26
C -1.486564 -2.867267 -0.475937 -0.135 -0.098 -0.066 -0.14
C -2.423363 -3.900841 -0.446114 0.128 -0.106 0.092 -0.22
F -2.445571 -4.832400 -1.417602 0.040 -0.012 0.063 0.08
C -3.367598 -4.032089 0.549575 0.169 0.046 0.122 0.07
C -0.339345 -2.812941 -1.405188 -0.022 -0.014 0.124 -0.18
C -0.003630 -3.794567 -2.338733 -0.029 0.050 -0.070 0.03
C 1.111789 -3.630192 -3.136725 0.006 -0.022 -0.040 0.00
C 1.912938 -2.503296 -2.993037 0.016 0.030 0.020 -0.02
C 1.562845 -1.591672 -2.028945 -0.081 0.043 -0.045 -0.15
N 0.467620 -1.730433 -1.257571 -0.098 -0.171 0.177 -0.06
H -2.680757 -1.200610 2.260878 0.017 -0.017 0.024 0.09
H -4.062904 -4.857529 0.550144 -0.011 0.011 -0.006 0.15
H -0.612457 -4.676839 -2.435491 -0.002 0.012 -0.013 0.12
H 1.360821 -4.384548 -3.871369 0.011 -0.013 0.010 0.13
H 2.796247 -2.345923 -3.593839 -0.007 -0.002 -0.022 0.13
H 2.167968 -0.709385 -1.848249 0.009 -0.027 0.007 0.10
C -7.686510 -4.877050 -3.107331 0.010 0.006 0.035 -0.10
C -6.195162 -4.579955 -3.173542 0.002 -0.096 0.021 -0.28
S -5.787406 -2.952442 -2.559676 -0.248 0.031 0.016 0.68
O -6.979651 -2.150967 -2.447612 0.112 -0.003 0.073 -0.29
O -4.917913 -3.087585 -1.406909 -0.221 0.179 -0.116 -0.32
C -4.797157 -2.215751 -3.841085 -0.042 0.153 -0.160 -0.21
C -4.578661 -0.731251 -3.540878 0.123 -0.074 -0.170 -0.11
N -3.283521 -0.443130 -2.909843 -0.044 0.125 0.125 0.08
C -3.120166 -0.030781 -1.637485 -0.104 0.026 -0.014 -0.28
N -1.859823 0.361771 -1.420280 0.270 -0.487 0.015 0.00
C -1.201641 0.195992 -2.609634 0.242 0.258 -0.147 -0.09
C -2.047911 -0.316482 -3.525169 -0.229 -0.175 0.185 -0.11
N -1.729397 -0.755639 -4.855203 -0.180 0.593 -0.080 -0.32
O -0.571244 -0.635888 -5.188936 0.059 -0.160 0.016 0.12
O -2.643627 -1.160094 -5.545057 0.084 -0.200 -0.025 0.11
C -4.213524 0.046606 -0.636840 0.018 -0.008 -0.042 0.03
H -7.864106 -5.857183 -3.546884 -0.014 -0.005 0.014 0.09
H -8.264306 -4.136905 -3.655453 0.010 0.002 -0.023 0.08
H -8.041628 -4.890254 -2.079111 -0.001 0.005 0.006 0.09
H -5.819200 -4.631514 -4.196081 0.009 -0.011 -0.018 0.10
H -5.606207 -5.255260 -2.553304 0.007 -0.042 -0.061 0.10
H -5.341759 -2.308590 -4.779627 -0.020 -0.058 0.005 0.12
H -3.867524 -2.777091 -3.913283 0.022 0.038 -0.041 0.11
H -5.348423 -0.336848 -2.881351 -0.068 -0.123 0.012 0.12
H -4.628284 -0.165782 -4.468165 0.060 -0.026 0.049 0.14
H -0.172654 0.476047 -2.766633 0.021 -0.120 -0.003 0.12
H -4.991136 0.737517 -0.968599 0.005 0.021 0.007 0.11
H -3.805451 0.408034 0.303939 -0.022 -0.016 0.000 0.08
H -4.671526 -0.931270 -0.483173 0.028 -0.012 0.014 0.08
C 0.723134 4.121093 -1.323012 0.066 0.087 0.053 -0.23
S -0.631303 3.025611 -0.998749 -0.150 -0.144 -0.047 0.94
C -1.527105 3.951123 0.217676 -0.004 0.087 0.092 -0.22
O 0.017653 1.880747 -0.173773 0.105 -0.308 -0.006 -0.78
H 0.299918 5.040228 -1.729480 0.014 0.005 -0.009 0.08
H 1.352217 3.649604 -2.074766 0.026 0.015 -0.012 0.06
H 1.276315 4.303095 -0.402715 0.034 0.025 -0.030 0.02
H -1.886180 4.860392 -0.264503 -0.028 0.015 0.029 0.08
H -0.872102 4.168795 1.061687 -0.038 0.008 -0.013 0.03
H -2.371799 3.339630 0.529739 -0.016 0.008 0.006 0.07
```
Forces are in eV/Å.

Results
Highest occupied orbital energy = -11.96 eV
Net charge = +2
Energy relative to the best compared isomer or geometry (same formula, charge and spin) = 22.15 kcal per mole
Gap between HOMO and LUMO = 6.37 eV